[1]
This record from the OMol25 dataset describes a cluster of 3 separate species, C5H15NO2 in total in a non-equilibrium geometry. The level of theory is ωB97M-V with the def2-TZVPD basis set.

Geometry as XYZ:
```
23
Properties=species:S:1:pos:R:3:nbo_charge:R:1
H 1.3697 3.1252 0.2031 0.47
H 3.8796 0.5148 1.6837 0.47
H -0.1806 -1.8905 0.8124 0.18
C -0.4369 -0.5548 -1.2858 -0.45
H 1.6722 1.7769 0.8725 0.49
H 0.3199 0.6024 2.2445 0.37
C -2.2365 -0.1047 -2.9363 -0.41
H 0.2934 -1.3636 -1.1993 0.20
O 1.2006 2.5943 0.9837 -0.96
H -3.0731 -0.4592 -3.5207 0.20
H -1.9078 0.9189 -2.9125 0.20
H 0.6043 -0.8670 3.0091 0.37
C -1.6230 -0.9778 -2.1532 -0.16
H -1.7514 -2.0471 -2.0201 0.20
C -0.5111 -0.9559 1.2684 -0.21
H -0.1537 0.9156 0.2917 0.23
H 2.5998 -0.3691 1.4153 0.50
H -1.4358 -1.1751 1.7897 0.17
H 0.1098 0.1790 -1.8846 0.21
H -1.8073 0.3234 0.1122 0.21
O 3.2960 0.1648 1.0056 -0.98
N 0.5274 -0.3803 2.1285 -0.87
C -0.7556 0.0299 0.0924 -0.42
```

SMILES: C=CCCCN.O.O
HOMO, eV: -9.583
HOMO-LUMO gap, eV: 10.49
Energy relative to the best compared isomer or geometry (same formula, charge and spin), kcal/mol: 34.9
LUMO, eV: 0.905
Multiplicity: 1

---

[2]
This record from the OMol25 dataset describes the ion CH4F5N4 with charge +1 in a non-equilibrium geometry. The level of theory is ωB97M-V with the def2-TZVPD basis set.

Geometry as XYZ:
```
14
Properties=species:S:1:pos:R:3:nbo_charge:R:1
H 1.2755 0.5353 -1.3166 0.47
F -1.4300 0.6616 -1.6695 -0.20
H 0.6558 -1.1172 -1.5511 0.50
N -0.8323 -1.0489 0.6559 0.31
H 1.7911 -0.7925 -0.5556 0.48
F 1.2643 1.8270 0.9573 -0.19
N -0.9076 1.1701 -0.4811 0.31
N 0.6637 0.5777 1.2981 -0.23
F -2.0340 1.3513 0.2627 -0.17
N 0.8691 -0.2811 -0.9019 -0.76
H 0.0332 0.7101 2.2211 0.44
F -0.0364 -1.9127 1.3074 -0.16
F -1.2391 -1.7488 -0.4725 -0.19
C -0.0733 0.0682 0.2460 0.39
```

SMILES: [NH3+]C(NF)(N(F)F)N(F)F
HOMO, eV: -15.957
HOMO-LUMO gap, eV: 11.51
Energy relative to the best compared isomer or geometry (same formula, charge and spin), kcal/mol: 20.6
LUMO, eV: -4.444
Net charge: +1
Multiplicity: 1

---

[3]
This record from the OMol25 dataset describes the molecule C23H22N4O7S2 in a non-equilibrium geometry. The level of theory is ωB97M-V with the def2-TZVPD basis set.

Geometry as XYZ:
```
58
Properties=species:S:1:pos:R:3:nbo_charge:R:1
H 5.5568 1.7811 -0.7622 0.18
C 0.3283 0.1583 -3.2206 -0.25
O 3.8782 1.3458 -1.9231 -0.48
O -0.4981 2.5979 -0.7709 -0.52
H -0.4299 0.7104 -2.6593 0.19
C 1.7041 3.1740 -0.3051 -0.42
H 2.9619 -0.3056 2.2271 0.21
C -1.7750 2.1595 -0.3655 -0.27
C 1.0302 -0.3956 -0.5549 -0.28
H 1.1696 2.7264 3.4725 0.22
O 4.0415 3.6964 0.2017 -0.52
N -1.9958 -3.3003 3.2951 -0.54
S -5.7621 -4.7541 -0.3538 2.17
S -4.1098 -4.6391 2.2544 0.44
H -0.6836 2.2887 1.9432 0.22
C 1.3198 2.8524 2.4112 -0.16
H -4.6788 -3.9413 -2.2984 0.25
C 0.5581 -1.1768 1.7939 0.09
H 5.3204 4.2886 -1.2037 0.20
O -5.4404 -6.1235 -0.6135 -0.91
C -1.6758 -1.9006 0.8159 0.44
H -5.8334 -2.7525 -1.6213 0.25
H 3.6906 3.9601 -1.8347 0.19
H 1.7992 3.2742 -1.3742 0.23
O -0.2978 -2.1216 4.1764 -0.55
N -3.6145 -3.1926 0.1849 -0.23
C 3.1497 0.6923 -0.9896 0.31
O -6.9730 -4.4534 0.3455 -0.91
H -1.7300 1.1521 0.0618 0.20
C -4.4101 -4.0841 0.6320 -0.25
H 4.4725 0.8109 0.6994 0.23
H 0.3199 0.4764 -4.2619 0.20
H -2.2280 2.8506 0.3515 0.18
O 1.6214 0.4543 -2.7469 -0.50
H -2.3796 2.1417 -1.2718 0.19
H 0.1166 -0.9141 -3.1663 0.17
C -5.6611 -3.7900 -1.8727 -0.86
H 1.0460 -1.2038 2.7667 0.23
C -0.6695 -1.7811 1.8527 -0.33
H 5.5363 2.3030 -2.4627 0.20
N -2.6759 -2.8698 1.0895 -0.29
H -2.5313 -1.4136 -0.8332 0.37
H -6.4314 -4.1577 -2.5396 0.26
C 2.6546 -0.1542 1.2039 -0.07
C 2.7616 3.3704 0.5645 0.41
C 2.5571 3.2280 1.9383 -0.32
C 1.8908 0.2144 -1.4396 0.32
C 4.4611 3.6145 -1.1396 -0.09
N -1.7412 -1.1959 -0.2334 -0.69
C 1.3820 -0.5799 0.7932 -0.19
H 3.3858 3.4017 2.6048 0.22
H 0.0470 -0.7040 -0.8643 0.27
C 4.9344 2.2062 -1.5551 -0.09
C 3.5182 0.4691 0.3316 -0.33
C -2.7497 -3.5105 2.2989 0.31
C -0.9563 -2.3846 3.1978 0.64
C 0.2636 2.6132 1.5461 -0.37
C 0.4550 2.7875 0.1831 0.42
```

SMILES: [H]/N=C1/C(=C\c2ccc(OCCOc3cccc(OC)c3)c(OC)c2)C(=O)N=C2SC(S(C)(=O)=O)=NN21
HOMO, eV: -7.994
HOMO-LUMO gap, eV: 7.02
LUMO, eV: -0.975
Multiplicity: 1

---

[4]
This record from the OMol25 dataset describes a cluster of 2 separate species, C2H3NO2S in total in a non-equilibrium geometry. The level of theory is ωB97M-V with the def2-TZVPD basis set.

Geometry as XYZ:
```
9
Properties=species:S:1:pos:R:3:nbo_charge:R:1
S 0.8878 0.6167 1.2903 1.25
N -0.1726 -1.3675 -2.7165 -0.72
C -0.6096 0.7517 1.9410 -0.77
C 0.2220 -1.0331 -1.6657 0.88
H 0.1483 -1.5380 -3.5954 0.42
O 0.4033 -0.8904 -0.5084 -0.57
O 1.1524 1.9809 0.8571 -0.93
H -0.8235 -0.1455 2.4923 0.21
H -1.2082 1.6251 1.9055 0.23
```

HOMO, eV: -8.867
HOMO-LUMO gap, eV: 9.24
Energy relative to the best compared isomer or geometry (same formula, charge and spin), kcal/mol: 69.9
LUMO, eV: 0.372
Multiplicity: 1

---

[5]
This record from the OMol25 dataset describes the molecule C3H7N3O. The level of theory is ωB97M-V with the def2-TZVPD basis set.

Geometry as XYZ:
```
14
Properties=species:S:1:pos:R:3:nbo_charge:R:1
N 0.2514 1.6798 0.2615 -0.56
H -0.7676 1.2947 2.0805 0.19
N -0.1112 -0.6583 -0.1017 -0.64
C -0.2385 -1.7283 -0.9769 0.28
H -0.5270 -3.5522 -1.3066 0.35
C 0.2280 1.5691 1.7011 -0.44
H -0.1157 -1.4421 -2.0224 0.18
H -0.2029 -0.8786 0.8806 0.42
H 0.4808 2.5455 2.1240 0.21
N -0.4695 -2.8945 -0.5319 -0.68
H 0.9581 0.8417 2.0891 0.18
C 0.0972 0.6565 -0.4691 0.70
O 0.1327 0.8067 -1.8114 -0.68
H 0.2844 1.7602 -1.9167 0.51
```

SMILES: [H]/N=C/N/C(O)=N\C
HOMO, eV: -9.189
HOMO-LUMO gap, eV: 10.01
Energy relative to the best compared isomer or geometry (same formula, charge and spin), kcal/mol: 19.3
LUMO, eV: 0.822
Multiplicity: 1

---

[6]
This record from the OMol25 dataset describes a cluster of 2 separate species, C16H14N5O7 in total in a non-equilibrium geometry. The level of theory is ωB97M-V with the def2-TZVPD basis set.

Geometry as XYZ:
```
42
Properties=species:S:1:pos:R:3:nbo_charge:R:1
H 5.3678 -1.1983 1.9104 0.27
H -2.1359 1.2622 3.5597 0.21
C 4.5486 -1.8911 2.1056 0.09
C 4.1322 -2.7954 1.0401 -0.17
O 2.7928 -6.6163 3.6241 -0.39
C 3.4892 -4.4915 2.7277 -0.02
O 4.9139 -1.2257 -0.4461 -0.44
H -2.7424 -0.9057 2.2748 0.21
N 3.2303 -5.1358 0.5510 -0.13
C -2.9611 -0.2737 1.4063 -0.60
H 2.4717 2.0956 2.0057 0.21
N 3.8019 -3.8097 5.1558 -0.09
H -2.1755 1.2600 -0.7523 0.21
C 3.6057 -4.1069 1.3752 0.20
O 5.0748 -0.6220 4.9267 -0.37
C -0.5786 0.6322 1.4221 -0.10
C 2.2042 -0.0376 1.7901 0.37
H -1.9215 2.7738 0.1506 0.20
H 0.1012 2.6883 1.5985 0.19
C -2.0830 0.9854 1.4057 -0.06
H -1.9022 2.7748 2.6511 0.20
N 4.2784 -2.2993 -0.3077 0.51
H 1.5365 -2.0509 1.3564 0.19
H -3.5217 2.0027 0.1321 0.19
C -2.4403 1.8092 0.1593 -0.60
O 3.4328 -0.3247 2.0493 -0.67
C 4.4542 -2.4018 3.4526 -0.03
C -0.1189 -0.6872 1.2980 -0.21
N 4.6456 -1.7295 4.6508 0.43
C 0.3966 1.6351 1.6042 -0.20
O 3.7903 -2.9150 -1.2772 -0.42
C 3.9007 -3.6479 3.7925 0.11
C -2.4240 1.8119 2.6554 -0.60
C 1.7262 1.3272 1.8109 -0.30
C 1.2147 -1.0202 1.4644 -0.29
H -2.8175 -0.8573 0.4899 0.21
O 2.9264 -6.1632 1.3979 -0.17
N 3.0509 -5.7982 2.7595 0.41
H -3.5031 2.0044 2.7049 0.19
O 4.2408 -2.6201 5.6731 -0.16
H -0.8217 -1.4922 1.0749 0.20
H -4.0208 0.0091 1.4565 0.20
```

HOMO, eV: -4.497
HOMO-LUMO gap, eV: 6.21
LUMO, eV: 1.709
Net charge: -1
Multiplicity: 1

---

[7]
This record from the OMol25 dataset describes the molecule C17H19O2P in a non-equilibrium geometry. The level of theory is ωB97M-V with the def2-TZVPD basis set.

Geometry as XYZ:
```
39
Properties=species:S:1:pos:R:3:nbo_charge:R:1
H -1.7458 1.1218 -2.8664 0.20
C -0.0669 -1.0695 3.2351 -0.24
H 0.6403 -1.4290 3.9731 0.23
H 2.2050 2.7343 -1.8203 0.21
H 3.6826 0.9744 -2.7569 0.21
H -1.6627 -2.6570 -1.1306 0.23
C -1.4461 -1.6123 3.3060 0.49
C -1.8716 1.6188 -1.9062 -0.61
C 1.9152 1.7234 0.0409 -0.24
C 1.6647 0.4088 2.2203 -0.47
H 4.2133 -1.0135 -1.4052 0.21
P -2.8592 -0.7467 -0.4766 0.80
C 0.2675 -0.1672 2.3088 -0.02
H -2.1216 2.6597 -2.1245 0.21
O -1.9235 -2.0112 4.3446 -0.49
C 3.2672 0.8691 -1.7635 -0.22
H 2.3112 -0.3079 2.7287 0.22
H -3.1861 1.5762 -0.2069 0.24
H -3.9359 1.0017 -1.6725 0.23
C -1.7297 -1.6696 -1.5934 -0.71
C -0.3032 -1.1532 -1.8618 -0.61
C -1.9104 -0.7028 1.0864 -0.35
H 0.1307 -0.6547 -0.9956 0.20
H -0.2964 -0.4636 -2.7024 0.21
C 3.0404 -0.3763 0.2828 -0.24
H 1.7223 1.3427 2.7840 0.24
O -0.8372 1.3974 0.9202 -0.52
C 3.5659 -0.2487 -0.9968 -0.21
C -3.0056 0.9776 -1.1028 -0.71
C -2.2097 -1.6044 2.0303 -0.22
H -2.2826 -1.8082 -2.5237 0.23
H -3.0228 -2.3096 1.9035 0.24
C -0.8183 0.2792 1.3813 0.51
C 2.4390 1.8530 -1.2373 -0.20
H 3.2897 -1.2579 0.8616 0.21
H -0.9400 1.6070 -1.3520 0.23
C 2.2050 0.6009 0.8171 0.06
H 1.2777 2.5026 0.4301 0.23
H 0.3378 -1.9852 -2.1592 0.21
```

SMILES: CCP(CC)C1=CC(=O)C=C(Cc2ccccc2)C1=O
HOMO, eV: -8.350
HOMO-LUMO gap, eV: 7.22
Energy relative to the best compared isomer or geometry (same formula, charge and spin), kcal/mol: 0.0
LUMO, eV: -1.133
Multiplicity: 1

---

[8]
This record from the OMol25 dataset describes a cluster of 2 separate species, C6H12O3 in total in a non-equilibrium geometry. The level of theory is ωB97M-V with the def2-TZVPD basis set.

Geometry as XYZ:
```
21
Properties=species:S:1:pos:R:3:nbo_charge:R:1
H -0.2015 -1.7922 0.7908 0.24
O 1.9687 -1.5397 -0.1522 -0.50
C 1.1532 0.2695 1.9471 -0.70
C -1.6938 -0.1931 -0.2605 -0.22
H -1.1395 -1.9290 -1.5359 0.23
C -0.8001 -0.9573 -1.1871 -0.44
H -2.4155 -0.7634 0.3123 0.20
C -0.0395 -0.9896 0.0881 -0.16
H 0.6065 1.1115 2.3853 0.23
O 2.1926 -1.2400 -1.5642 -0.50
H -2.8076 1.3057 -1.2924 0.22
H 0.9485 -0.6239 2.5353 0.25
H 2.9180 -0.6017 -1.4807 0.44
C 0.7762 0.0775 0.5115 0.60
C -2.0382 1.2337 -0.5100 -0.64
H -2.4401 1.7132 0.3852 0.21
H 2.2250 0.4767 2.0208 0.24
H -1.1877 1.8115 -0.8819 0.22
H -0.3430 -0.3774 -1.9828 0.24
O 0.9753 1.1346 -0.3163 -0.65
H 1.3426 1.8735 0.1875 0.49
```

HOMO (spin up / spin down), eV: -6.842 / -6.844
HOMO-LUMO gap (spin up / spin down), eV: 7.24 / 7.24
Energy relative to the best compared isomer or geometry (same formula, charge and spin), kcal/mol: 169.1
LUMO (spin up / spin down), eV: 0.396 / 0.396
Multiplicity: 1

---

[9]
This record from the OMol25 dataset describes a structure of composition C20H41GaN2OP2S in a non-equilibrium geometry. The level of theory is ωB97M-V with the def2-TZVPD basis set.

Geometry as XYZ:
```
68
Properties=species:S:1:pos:R:3:nbo_charge:R:1
H 1.0469 -3.5174 2.3000 0.23
H -1.5221 -2.4457 2.1570 0.19
H 1.1784 -4.8643 -1.2717 0.22
H 0.7575 -5.2705 0.4176 0.22
H -2.8588 -0.2371 -1.1934 0.08
C 0.0079 -2.3188 -2.2446 -0.70
H -1.0689 3.9388 2.3478 0.22
C -1.9191 -4.4396 -0.7120 -0.62
H -2.9420 -0.0588 -0.4145 -0.06
C 1.7769 -3.0045 1.6517 -0.61
H 2.2393 -2.6961 -0.4234 0.23
H -2.9524 -4.7734 -0.5029 0.25
C -1.7521 3.1815 1.9255 -0.62
C 1.4530 -4.6948 -0.2167 -0.62
H 2.7748 3.2161 2.2113 0.25
N 0.1509 0.1064 -2.0723 -0.74
H 0.4728 3.5003 -2.2672 0.27
H 2.4637 5.0939 0.4624 0.25
H -1.8296 -4.2961 -1.8017 0.22
C 0.7450 -1.0580 -2.7042 -0.24
H 2.2393 2.7253 -0.1451 0.23
H 0.7575 5.2000 0.9551 0.22
H 2.4636 -5.1145 -0.0618 0.25
C -1.6307 -3.1480 0.0714 -0.48
H 0.4728 -3.2498 -2.6138 0.27
H -1.0358 2.5362 -2.3584 0.26
C -0.8226 -0.2144 4.0668 -0.44
C 1.4486 -3.2059 0.1624 -0.49
H -1.0689 -4.1585 1.9321 0.22
H 1.8403 1.4204 -2.3549 0.17
H -0.3370 -0.2696 5.0318 0.30
H -1.2420 5.2721 0.1233 0.23
H -2.7802 3.4691 2.2115 0.24
N -0.9885 -0.0872 1.7340 -0.62
O 2.9298 -0.0077 0.1509 -0.38
H 1.7871 -1.9397 1.9288 0.18
H 1.0469 3.2633 2.6481 0.23
S -2.4661 -0.1847 3.7914 0.68
P -0.0546 -2.2255 -0.3886 0.94
P -0.0546 2.2536 -0.1586 0.94
H 0.6691 1.3603 -3.6929 0.24
H 0.8910 -0.1564 2.7890 0.24
H 2.7748 -3.4257 1.8703 0.25
C -1.9190 4.4892 -0.2536 -0.62
H 1.7871 1.7319 2.1173 0.18
C -2.3029 -0.0945 2.1208 -0.17
H -2.3913 -2.3991 -0.2261 0.23
H -2.7802 -3.6774 1.8446 0.24
C 1.7769 2.8196 1.9507 -0.61
C -1.7521 -3.3620 1.5895 -0.62
H -1.0358 -2.2814 -2.6058 0.26
H -1.8296 4.4579 -1.3523 0.22
H 0.6691 -0.9751 -3.8128 0.24
H -2.9524 4.7998 -0.0114 0.25
H -2.3913 2.4096 0.0208 0.22
H -3.1770 -0.0439 1.5179 0.26
C -1.6307 3.1241 0.3934 -0.48
H -1.2420 -5.2570 -0.4172 0.22
C 1.4530 4.6922 0.2652 -0.62
H 1.8403 -1.1719 -2.4879 0.17
C 0.0079 2.5364 -1.9953 -0.70
C 1.4486 3.1725 0.4899 -0.49
H -1.5221 2.2120 2.3962 0.19
Ga 0.0000 0.0000 0.0000 1.07
H 1.1784 4.9690 -0.7668 0.22
C 1.7557 -0.0061 0.1185 0.51
C 0.7450 1.3293 -2.5817 -0.24
C -0.1833 -0.1529 2.8402 -0.03
```

HOMO (spin up / spin down), eV: -14.222 / -14.224
HOMO-LUMO gap (spin up / spin down), eV: 7.31 / 7.31
Energy relative to the best compared isomer or geometry (same formula, charge and spin), kcal/mol: 27.5
LUMO (spin up / spin down), eV: -6.913 / -6.912
Net charge: +2
Multiplicity: 1